[1]
Computed, not measured: one molecule with the formula CHN3O in a non-equilibrium geometry, with ωB97M-V/def2-TZVPD.

XYZ file:
```
6
Properties=species:S:1:pos:R:3:forces:R:3:nbo_charge:R:1
N -1.987 0.546 1.105 1.663 0.391 -1.099 -0.30
O 2.048 -0.392 -0.466 -1.101 -1.150 3.987 -0.33
C -1.022 0.418 0.462 -1.311 -1.304 1.027 0.37
N 1.149 -0.393 0.434 3.023 0.992 -6.345 0.30
N 0.050 -0.026 -0.281 -3.883 1.282 2.455 -0.49
H -0.238 -0.153 -1.253 1.608 -0.210 -0.025 0.44
```
Forces are in eV/Å.

Its calculated total energy is -7566.86295 eV. Its SMILES is N#CNN=O. As for the energy relative to the best compared isomer or geometry (same formula, charge and spin): 113.2 kcal/mol. Its HOMO-LUMO gap is 9.93 eV.



[2]
Computed, not measured: one molecule with the formula CHN3O in a non-equilibrium geometry, with ωB97M-V/def2-TZVPD.

XYZ file:
```
6
Properties=species:S:1:pos:R:3:forces:R:3:nbo_charge:R:1
O -1.462 0.511 -0.513 1.024 0.011 0.370 -0.26
N 0.478 1.178 0.211 -2.765 -0.296 -1.009 -0.09
C 0.653 -0.036 0.235 0.949 1.110 0.377 0.10
N -0.095 -1.157 -0.072 -0.585 0.063 -0.210 -0.35
N -1.260 -0.696 -0.479 1.021 0.607 0.391 0.29
H 1.687 0.201 0.618 0.356 -1.496 0.081 0.32
```
Forces are in eV/Å.

Its calculated total energy is -7565.35512 eV. As for the energy relative to the best compared isomer or geometry (same formula, charge and spin): 148.0 kcal/mol. Its HOMO-LUMO gap (spin up / spin down) is 9.26 / 9.26 eV.



[3]
Computed, not measured: one molecule with the formula CHN3O in a non-equilibrium geometry, with ωB97M-V/def2-TZVPD.

XYZ file:
```
6
Properties=species:S:1:pos:R:3:forces:R:3:nbo_charge:R:1
C 0.924 -0.282 0.039 -4.242 0.638 -0.909 0.55
N -1.357 0.752 0.447 -2.442 2.191 4.959 0.04
N -1.789 -0.065 -0.284 -0.739 -2.022 -1.353 0.05
N -0.426 0.569 -0.466 5.584 -1.603 -2.970 -0.31
O 1.012 -1.434 0.171 -0.197 -0.941 0.097 -0.45
H 1.637 0.459 0.093 2.036 1.736 0.175 0.13
```
Forces are in eV/Å.

Its calculated total energy is -7565.92214 eV. Its SMILES is O=CN1N=N1. As for the energy relative to the best compared isomer or geometry (same formula, charge and spin): 134.9 kcal/mol. Its HOMO-LUMO gap is 10.23 eV.



[4]
Computed, not measured: one molecule with the formula CHN3O2 in a non-equilibrium geometry, with ωB97M-V/def2-TZVPD.

XYZ file:
```
7
Properties=species:S:1:pos:R:3:forces:R:3:nbo_charge:R:1
C 0.129 -0.184 0.154 3.349 -3.732 3.439 0.75
H 0.329 -1.630 1.514 2.436 3.187 -1.443 0.49
N 0.864 0.473 -0.611 2.535 2.376 -3.102 -0.39
N 0.010 1.270 -1.331 -1.738 -1.434 3.068 0.03
N -1.119 1.065 -0.862 -2.653 1.231 -3.244 0.09
O 0.929 -0.811 1.088 -4.729 -3.774 1.287 -0.62
O -1.143 -0.183 0.049 0.799 2.145 -0.005 -0.35
```
Forces are in eV/Å.

Its calculated total energy is -9614.52481 eV. Its SMILES is Oc1nnno1. As for the energy relative to the best compared isomer or geometry (same formula, charge and spin): 66.4 kcal/mol. Its HOMO-LUMO gap is 10.88 eV.



[5]
Computed, not measured: one molecule with the formula CHN3O2 in a non-equilibrium geometry, with ωB97M-V/def2-TZVPD.

XYZ file:
```
7
Properties=species:S:1:pos:R:3:forces:R:3:nbo_charge:R:1
C 0.248 -0.150 -0.301 1.304 0.683 -0.203 0.75
H 1.343 1.093 -1.138 -0.007 -1.811 -0.119 0.51
N -0.052 -1.261 0.217 -1.367 -2.053 0.765 -0.37
N -1.086 -0.950 1.063 0.215 2.176 0.390 -0.01
N -1.297 0.313 1.117 0.208 -2.321 -0.903 0.08
O 1.254 0.091 -1.080 1.117 1.855 -1.248 -0.61
O -0.410 0.864 0.122 -1.470 1.472 1.317 -0.34
```
Forces are in eV/Å.

Its calculated total energy is -9615.82681 eV. Its SMILES is Oc1nnno1. As for the energy relative to the best compared isomer or geometry (same formula, charge and spin): 36.4 kcal/mol. Its HOMO-LUMO gap is 11.38 eV.



[6]
Computed, not measured: one molecule with the formula CHN3O2 in a non-equilibrium geometry, with ωB97M-V/def2-TZVPD.

XYZ file:
```
7
Properties=species:S:1:pos:R:3:forces:R:3:nbo_charge:R:1
O 1.929 -0.593 0.078 -0.786 -0.393 -0.236 -0.58
C 0.735 -0.506 -0.055 -0.184 0.772 0.236 0.84
N 0.017 0.693 0.295 0.251 0.068 -0.050 -0.46
N -1.263 0.612 0.022 -0.252 -0.529 -0.196 0.04
N -1.619 -0.457 -0.421 1.676 -0.558 0.085 0.15
O -0.195 -1.335 -0.493 -0.828 0.883 0.167 -0.43
H 0.395 1.586 0.575 0.123 -0.243 -0.006 0.43
```
Forces are in eV/Å.

Its calculated total energy is -9616.17845 eV. Its SMILES is O=c1[nH]nno1. As for the energy relative to the best compared isomer or geometry (same formula, charge and spin): 28.3 kcal/mol. Its HOMO-LUMO gap is 11.35 eV.



[7]
Computed, not measured: one molecule with the formula CHN3O3 in a non-equilibrium geometry, with ωB97M-V/def2-TZVPD.

XYZ file:
```
8
Properties=species:S:1:pos:R:3:forces:R:3:nbo_charge:R:1
C 2.630 -0.579 -0.031 -6.503 3.917 -2.076 0.36
N 3.573 -1.122 0.263 2.433 -1.418 0.747 -0.34
N 1.159 0.185 -0.709 1.988 -3.505 0.720 -0.03
N 0.916 1.562 -0.147 -2.349 -5.609 1.016 0.66
O 1.823 2.231 -0.124 4.083 4.055 -0.282 -0.25
O -0.198 1.634 0.249 -1.725 1.773 0.470 -0.37
O 0.066 -0.668 -0.420 0.888 0.905 -0.038 -0.52
H -0.577 -0.195 0.184 1.183 -0.118 -0.557 0.49
```
Forces are in eV/Å.

Its calculated total energy is -11657.55592 eV. Its SMILES is N#CN(O)[N+](=O)[O-]. As for the energy relative to the best compared isomer or geometry (same formula, charge and spin): 98.6 kcal/mol. Its HOMO-LUMO gap is 9.97 eV.



[8]
Computed, not measured: one molecule with the formula CHN3O3 in a non-equilibrium geometry, with ωB97M-V/def2-TZVPD.

XYZ file:
```
8
Properties=species:S:1:pos:R:3:forces:R:3:nbo_charge:R:1
C 1.149 -0.986 0.020 0.462 -0.183 -0.019 0.36
N 2.209 -1.414 0.078 0.829 -0.510 0.065 -0.26
N -0.010 -0.394 -0.062 0.487 0.908 -0.316 -0.08
N -0.100 1.011 -0.018 0.615 -2.331 -0.114 0.66
O 0.884 1.623 -0.117 2.520 1.422 -0.123 -0.31
O -1.213 1.379 0.109 -3.123 1.377 0.269 -0.39
O -1.197 -1.029 -0.069 -0.869 0.010 0.210 -0.48
H -1.720 -0.190 0.058 -0.920 -0.693 0.027 0.49
```
Forces are in eV/Å.

Its calculated total energy is -11659.28027 eV. Its SMILES is N#CN(O)[N+](=O)[O-]. As for the energy relative to the best compared isomer or geometry (same formula, charge and spin): 58.9 kcal/mol. Its HOMO-LUMO gap is 10.17 eV.



[9]
Computed, not measured: one molecule with the formula CHN3O3S in a non-equilibrium geometry, with ωB97M-V/def2-TZVPD.

XYZ file:
```
9
Properties=species:S:1:pos:R:3:forces:R:3:nbo_charge:R:1
C -1.719 -1.097 1.325 0.377 0.690 -1.369 -0.03
N -2.337 -1.429 2.236 -0.060 -0.189 0.174 -0.29
N 0.264 -0.912 -0.699 -2.156 1.709 2.653 -1.06
N -2.754 1.420 -1.588 -0.388 -1.154 1.861 0.76
O -2.622 2.522 -1.905 0.540 2.238 -1.321 -0.27
O -3.639 0.663 -1.714 -0.428 -1.354 -0.420 -0.30
O -1.679 1.076 -0.627 0.776 -0.138 0.666 -0.71
S -0.589 -0.013 0.182 1.983 -2.162 -2.481 1.44
H 0.798 -1.181 -1.516 -0.645 0.361 0.237 0.46
```
Forces are in eV/Å.

Its calculated total energy is -22492.51369 eV. As for the energy relative to the best compared isomer or geometry (same formula, charge and spin): 208.0 kcal/mol. Its HOMO-LUMO gap is 9.40 eV.



[10]
Computed, not measured: one molecule with the formula CHN3OS in a non-equilibrium geometry, with ωB97M-V/def2-TZVPD.

XYZ file:
```
7
Properties=species:S:1:pos:R:3:forces:R:3:nbo_charge:R:1
C 0.006 -0.176 0.459 -1.140 0.900 -1.357 -0.31
N 0.980 -0.014 1.362 -0.285 -0.251 -3.358 -0.22
N 0.606 -0.047 2.563 -4.073 -0.723 3.142 0.01
N -0.823 -0.251 2.796 2.408 0.972 -1.492 -0.48
O -2.828 -0.460 0.844 1.147 0.223 0.609 -0.81
S -1.502 -0.035 1.315 1.449 -0.869 0.139 1.55
H 0.003 -0.033 -0.689 0.496 -0.251 2.317 0.27
```
Forces are in eV/Å.

Its calculated total energy is -18401.30678 eV. As for the energy relative to the best compared isomer or geometry (same formula, charge and spin): 112.0 kcal/mol. Its HOMO-LUMO gap is 8.91 eV.